Below is a molecular structure, C22H38LuN6Si, with properties calculated with ωB97M-V/def2-TZVPD.

The geometry in ORCA input format:
```
! wB97M-V def2-TZVPD RIJCOSX def2/J DEFGRID3
* xyz 1 1
Lu 0.298 -0.116 -0.193
Si -1.549 -1.644 1.150
N -0.913 3.824 2.314
N 0.066 2.051 1.134
N -2.670 3.277 -1.857
N 1.428 -2.372 -1.445
N -1.669 1.349 -0.994
N -1.562 3.384 0.144
C 0.351 1.347 -4.683
C -2.845 -0.439 1.912
C 2.771 -2.242 -2.026
C 0.577 1.342 -3.313
C -0.069 3.552 3.468
C 2.333 -1.233 3.153
C 0.619 0.169 -2.543
C 0.435 -2.352 -2.540
C 3.522 -0.359 0.790
C 0.120 0.153 -5.351
C 0.403 -1.020 -3.266
C 1.339 -3.652 -0.737
C 2.764 0.525 1.558
C -2.588 -2.458 -0.266
C -2.134 4.590 2.566
C 0.147 -1.033 -4.633
C 2.181 0.085 2.747
C -0.775 3.033 1.220
C -1.941 2.598 -0.931
C 3.692 -1.670 1.217
C -1.467 -3.038 2.458
C 3.094 -2.108 2.389
H -2.981 3.939 2.795
H -0.063 0.142 -6.418
H 2.709 1.569 1.270
H -1.996 4.287 0.190
H 0.354 2.282 -5.230
H -2.204 -3.445 -0.539
H -0.195 4.353 4.188
H -2.042 0.942 -1.845
H -0.328 2.609 3.961
H 2.863 -1.289 -2.541
H 1.868 -1.571 4.069
H -3.628 -2.590 0.043
H 0.525 1.918 2.025
H 1.567 -4.492 -1.405
H -2.683 4.281 -1.879
H -3.108 0.351 1.202
H 4.310 -2.349 0.643
H -2.866 2.820 -2.731
H 0.650 -3.160 -3.252
H -2.398 5.235 1.729
H -2.465 -3.453 2.610
H 1.636 0.773 3.382
H 0.333 -3.793 -0.341
H 2.048 -3.663 0.090
H 3.232 -3.129 2.721
H -1.963 5.244 3.414
H -1.110 -2.671 3.423
H 4.005 -0.011 -0.115
H -2.485 0.043 2.826
H -3.760 -0.979 2.164
H 3.519 -2.292 -1.236
H -2.598 -1.844 -1.174
H 0.732 2.304 -2.827
H -0.545 -2.563 -2.099
H -0.032 -1.975 -5.141
H 2.967 -3.048 -2.743
H -0.810 -3.856 2.152
H 0.983 3.539 3.180
*
```

Its total energy is -73865.3711 eV. Its HOMO-LUMO gap is 7.57 eV. The energy above the lowest of the compared OMol25 structures with the same formula, charge and spin comes out at 22.91 kcal/mol. The value obtained for the HOMO energy is -9.9 eV. The value obtained for the max |F| is 1.81 eV/Å.